(1)
A structure of composition C36H60N3OPS2SiTi at a distorted geometry. Source: the OMol25 dataset; level of theory: ωB97M-V/def2-TZVPD.

Net charge   0
Kohn-Sham gap (alpha / beta)   0.183 / 0.262 hartree
2S+1   3
LUMO level (alpha / beta)   0.0106 / -0.0447 eV
Expectation value of S²   2.033
HOMO level (alpha / beta)   -4.973 / -7.165 eV

Element x y z (Å)
Ti  1.0037  0.3079  -1.2066
C  1.5370  1.7746  4.5519
C  1.1510  0.3804  4.0546
N  2.1598  -0.2782  3.2613
C  3.1265  -1.1255  3.9240
C  4.3876  -0.3778  4.3515
C  2.2692  -0.0778  1.9177
S  1.2308  1.1198  1.2133
N  3.2064  -0.7223  1.2827
C  3.3772  -0.8367  -0.0430
O  2.4022  -0.6834  -0.8936
C  4.7277  -1.1263  -0.4780
C  5.0944  -1.1560  -1.8345
C  6.4233  -1.2729  -2.1903
C  7.4119  -1.3912  -1.2227
C  7.0529  -1.4169  0.1190
C  5.7352  -1.2877  0.4898
H  0.6707  2.2335  5.0229
H  1.8557  2.3999  3.7223
H  2.3402  1.7271  5.2836
H  0.2371  0.4587  3.4552
H  0.9356  -0.2549  4.9185
H  3.4013  -1.9167  3.2246
H  2.6525  -1.5791  4.7999
H  4.8332  0.1248  3.4986
H  5.1160  -1.0749  4.7563
H  4.1595  0.3665  5.1078
H  4.3261  -1.0827  -2.5982
H  6.7058  -1.2708  -3.2334
H  8.4495  -1.4770  -1.5095
H  7.8092  -1.5358  0.8812
H  5.4447  -1.3112  1.5288
C  1.5861  -0.9324  -4.8969
Si  0.2988  -0.5541  -3.4904
C  -0.8406  0.8481  -4.2294
C  -0.8660  -2.1035  -3.6435
H  1.0856  -1.1764  -5.8329
H  2.2041  -1.7884  -4.6281
H  2.2498  -0.0908  -5.0922
H  -1.5507  0.4484  -4.9492
H  -0.2575  1.6132  -4.7378
H  -1.4167  1.3400  -3.4400
H  -1.1367  -2.3034  -4.6786
H  -1.7908  -1.9453  -3.0950
H  -0.3992  -3.0025  -3.2473
S  4.0845  3.1074  -2.7037
C  2.9553  4.0251  -1.7698
C  1.8813  3.2720  -1.4371
N  1.8986  1.9851  -1.8853
C  3.0063  1.7608  -2.5908
H  3.1433  5.0432  -1.5037
H  1.0604  3.6370  -0.8435
H  3.2189  0.8312  -3.0851
C  -6.1442  -0.7869  -1.8259
C  -5.5370  0.5863  -2.1443
C  -4.0172  0.5846  -1.9376
C  -3.6203  -0.3280  -0.7788
C  -3.9244  -1.7799  -1.1769
C  -5.1176  -1.8681  -2.1423
P  -1.8082  0.0539  -0.3736
C  -1.3363  -1.1911  0.9490
C  -0.7231  -2.3969  0.2258
C  -0.0018  -3.3191  1.2143
C  -0.7605  -3.4173  2.5486
C  -2.2373  -3.0750  2.3701
C  -2.4013  -1.6042  1.9753
C  -1.9687  1.6490  0.6210
C  -3.2693  2.0162  1.3381
C  -3.2378  3.4898  1.7996
C  -1.8153  4.0254  1.9265
C  -1.0974  3.9936  0.5723
C  -1.5698  2.8159  -0.2889
H  -7.0562  -0.9369  -2.4073
H  -6.4243  -0.8499  -0.7713
H  -6.0011  1.3491  -1.5142
H  -5.7419  0.8522  -3.1845
H  -3.6684  1.6057  -1.7708
H  -3.5176  0.2191  -2.8349
H  -4.2157  -0.0638  0.1009
H  -4.1373  -2.3771  -0.2886
H  -3.0555  -2.2257  -1.6597
H  -5.5635  -2.8602  -2.0704
H  -4.7873  -1.7422  -3.1753
H  -0.5101  -0.6978  1.4821
H  -0.0001  -2.0318  -0.5354
H  -1.5029  -2.9551  -0.2948
H  1.0064  -2.9347  1.3921
H  0.0989  -4.3084  0.7620
H  -0.3318  -2.7183  3.2694
H  -0.6526  -4.4230  2.9600
H  -2.7788  -3.2679  3.2978
H  -2.6707  -3.7204  1.6049
H  -2.2991  -0.9747  2.8623
H  -3.4076  -1.4504  1.5880
H  -1.1775  1.5479  1.3747
H  -3.4167  1.3554  2.1947
H  -4.1214  1.9007  0.6675
H  -3.7600  3.5796  2.7549
H  -3.7734  4.1072  1.0749
H  -1.2630  3.4272  2.6529
H  -1.8369  5.0519  2.2949
H  -0.0280  3.9075  0.7662
H  -1.2673  4.9277  0.0335
H  -0.7697  2.4871  -0.9807
H  -2.4303  3.1197  -0.8941

Atomic partial charges in e from the Mulliken method, atoms 1 to 2: atom 1 (Ti): 0.211, atom 2 (C): -1.317

(2)
A cluster of 12 separate species, C36H60O24 in total at a distorted geometry. Source: the OMol25 dataset; level of theory: ωB97M-V/def2-TZVPD.

Net charge   0
Kohn-Sham gap   0.336 hartree
LUMO level   0.0346 eV
HOMO level   -9.116 eV
Structure (SMILES)   O=C1OCCO1.O=C1OCCO1.O=C1OCCO1.O=C1OCCO1.O=C1OCCO1.O=C1OCCO1.CC(C)=O.CC(C)=O.CC(C)=O.CC(C)=O.CC(C)=O.CC(C)=O

Element x y z (Å)
O  3.6639  -2.1215  0.0160
C  4.3488  -1.2021  -0.4533
O  4.1203  0.0889  -0.2604
C  4.8870  0.8537  -1.1642
C  6.0357  -0.1198  -1.3284
O  5.4550  -1.3447  -1.1507
H  4.4820  1.1082  -2.1437
H  5.3497  1.7621  -0.7785
H  6.8147  0.1032  -0.5994
H  6.4075  0.0695  -2.3354
O  5.3706  2.8124  2.4316
C  4.4868  3.4250  1.7905
O  4.4719  3.5809  0.4268
C  3.3401  4.2541  0.0245
C  2.4880  4.4034  1.2856
O  3.4312  3.9966  2.2538
H  3.5193  5.2717  -0.3227
H  2.7202  3.7055  -0.6846
H  1.5902  3.7855  1.2711
H  2.1956  5.4204  1.5468
O  -0.0837  0.1738  5.8863
C  0.8728  0.5494  5.2329
O  1.0651  1.8135  4.8823
C  2.1634  1.8508  4.0190
C  2.7021  0.4230  3.9730
O  1.8186  -0.2557  4.7896
H  1.8633  2.1208  3.0065
H  2.8381  2.5762  4.4737
H  3.7458  0.3462  4.2777
H  2.6323  -0.0871  3.0123
O  4.4477  0.2228  -5.1413
C  3.9462  -0.8113  -4.7816
O  4.1390  -2.0259  -5.3306
C  3.3977  -2.9560  -4.6407
C  3.0035  -2.2326  -3.3372
O  3.1110  -0.8973  -3.7482
H  2.5302  -3.2066  -5.2512
H  4.0094  -3.8336  -4.4313
H  3.7453  -2.5051  -2.5864
H  1.9915  -2.4963  -3.0297
O  -7.6133  -1.1753  2.4610
C  -6.7024  -0.6628  1.7560
O  -6.6867  0.4949  1.0057
C  -5.5760  0.5724  0.2235
C  -4.6833  -0.3816  0.9519
O  -5.5370  -1.2169  1.7328
H  -5.7637  0.3073  -0.8170
H  -5.3221  1.6271  0.1173
H  -3.8771  0.1211  1.4862
H  -4.0664  -1.0176  0.3172
O  -0.1197  -5.1321  4.5172
C  0.6778  -4.3666  4.0604
O  1.9387  -4.1937  4.5861
C  2.7244  -3.4446  3.7110
C  1.7903  -3.1324  2.5620
O  0.5677  -3.7181  2.9016
H  3.1971  -2.5692  4.1564
H  3.5370  -4.0593  3.3238
H  2.2910  -3.4630  1.6520
H  1.6352  -2.0784  2.3316
C  -2.8538  4.3959  0.4935
C  -1.4271  4.5962  0.9185
C  -1.0914  4.5073  2.3939
O  -0.5873  4.7515  0.0210
H  -3.0795  4.8146  -0.4873
H  -3.5242  4.8928  1.1947
H  -3.0521  3.3260  0.5586
H  -0.8490  3.4753  2.6478
H  -1.9605  4.7246  3.0148
H  -0.1926  5.0947  2.5815
C  -2.7340  -4.8197  -1.0323
C  -2.0221  -3.5296  -0.7556
C  -0.6883  -3.5332  -0.0694
O  -2.5025  -2.5191  -1.1304
H  -3.2321  -5.2329  -0.1553
H  -2.1257  -5.5747  -1.5305
H  -3.4994  -4.6488  -1.7892
H  -0.7449  -4.1361  0.8369
H  -0.4995  -2.5106  0.2573
H  0.0516  -3.9343  -0.7621
C  0.1520  0.2169  -4.6338
C  -0.4356  1.1469  -5.6068
C  -1.2654  0.6624  -6.7423
O  -0.3635  2.3790  -5.4718
H  0.8977  -0.3483  -5.1929
H  -0.6615  -0.3794  -4.2206
H  0.6478  0.7426  -3.8178
H  -0.9529  -0.2525  -7.2456
H  -1.2275  1.3678  -7.5725
H  -2.3275  0.6028  -6.5044
C  -2.7614  1.3285  -2.4258
C  -3.6025  1.2782  -3.6659
C  -3.6305  2.4903  -4.5256
O  -4.0725  0.2089  -3.9855
H  -3.3104  0.6797  -1.7433
H  -2.8122  2.3626  -2.0850
H  -1.7142  1.0872  -2.6083
H  -4.0424  2.1728  -5.4835
H  -2.5965  2.8155  -4.6406
H  -4.2305  3.2700  -4.0564
C  -1.9133  -1.4915  3.7208
C  -2.9089  -2.6492  3.7925
C  -3.5095  -2.9018  5.1642
O  -3.1658  -3.3232  2.8356
H  -1.5506  -1.4203  2.6954
H  -1.1068  -1.7248  4.4159
H  -2.3007  -0.4841  3.8732
H  -4.1609  -2.0875  5.4814
H  -2.6635  -2.9883  5.8461
H  -4.0907  -3.8229  5.1214
C  0.6634  -0.4530  -1.0212
C  0.3330  0.2374  0.2567
C  -0.6388  1.3662  0.3427
O  0.7899  -0.2336  1.3016
H  1.0470  0.2274  -1.7814
H  -0.2229  -0.9691  -1.3902
H  1.2338  -1.3725  -0.8895
H  -0.3656  2.1183  -0.3974
H  -0.3892  1.7674  1.3249
H  -1.6851  1.1002  0.1921

Atomic partial charges in e from the Mulliken method, atoms 1 to 2: atom 1 (O): -0.549, atom 2 (C): 0.280

(3)
A cluster of 12 separate species, C36H61N3O14 in total at a distorted geometry. Source: the OMol25 dataset; level of theory: ωB97M-V/def2-TZVPD.

Net charge   0
Kohn-Sham gap   0.275 hartree
LUMO level   -0.4527 eV
HOMO level   -7.932 eV
Structure (SMILES)   c1cc[nH]c1.c1cc[nH]c1.c1cc[nH]c1.O=C1CCCO1.O=C1CCCO1.O=C1CCCO1.O=C1CCCO1.O=C1CCCO1.CO.CO.CO.CO

Element x y z (Å)
C  -3.6080  0.3995  6.3932
C  -3.0083  1.1603  5.4033
C  -1.7062  0.6827  5.3122
N  -1.5194  -0.2950  6.1951
C  -2.6384  -0.5361  6.8103
H  -4.6203  0.3922  6.7697
H  -3.3481  2.0200  4.8449
H  -0.9573  1.0703  4.6375
H  -0.5889  -0.6825  6.2594
H  -2.6619  -1.3167  7.5563
C  -1.3370  5.9155  -0.7359
C  -1.4330  4.6007  -1.1236
C  -2.2863  3.9851  -0.2729
N  -2.7235  4.8943  0.6270
C  -2.0456  6.0220  0.3885
H  -0.7696  6.6564  -1.2795
H  -1.0473  4.1457  -2.0240
H  -2.7180  3.0030  -0.1482
H  -3.4042  4.6531  1.3331
H  -2.2094  6.8565  1.0543
C  4.9840  -2.6342  -0.2839
C  3.7550  -2.1821  0.1881
C  2.7497  -2.9122  -0.4703
N  3.3769  -3.6058  -1.4595
C  4.7121  -3.3631  -1.4198
H  5.9602  -2.3054  0.0405
H  3.4650  -1.6024  1.0520
H  1.7073  -2.9721  -0.1942
H  2.8438  -4.1302  -2.1384
H  5.4158  -3.9134  -2.0267
O  -5.9520  -4.7103  1.9396
C  -5.2149  -3.8352  2.3081
C  -4.6266  -2.7516  1.4059
C  -4.3895  -1.7153  2.4941
C  -4.1186  -2.5216  3.7645
O  -4.7754  -3.7683  3.5166
H  -3.6677  -3.0652  0.9932
H  -5.2227  -2.3192  0.6023
H  -3.4981  -1.1668  2.1894
H  -5.1987  -0.9852  2.4779
H  -3.0702  -2.4957  4.0617
H  -4.7169  -2.1301  4.5873
O  -1.2479  0.6520  1.8358
C  -1.1917  0.3101  0.6724
C  0.0905  -0.0942  -0.1652
C  -0.2612  0.3987  -1.5459
C  -1.7913  0.4033  -1.5677
O  -2.2483  0.4593  -0.1703
H  0.9919  0.4387  0.1374
H  0.2904  -1.1635  -0.0953
H  0.1294  1.3680  -1.8557
H  0.1439  -0.2809  -2.2956
H  -2.2217  1.2922  -2.0289
H  -2.1591  -0.5105  -2.0345
O  3.8979  -4.5382  -4.4565
C  3.2123  -3.6144  -4.9916
C  3.1033  -3.1798  -6.4318
C  2.3480  -1.8392  -6.3152
C  1.5431  -1.9224  -5.0765
O  2.3090  -2.8613  -4.3213
H  4.0910  -3.1432  -6.8913
H  2.5827  -3.9623  -6.9837
H  2.8907  -0.9166  -6.1092
H  1.7210  -1.7021  -7.1961
H  1.5229  -0.9511  -4.5824
H  0.5170  -2.2618  -5.2179
O  1.5332  0.8685  5.2462
C  1.8277  -0.3023  4.7557
C  1.5600  -0.8745  3.4029
C  1.5418  -2.3760  3.5981
C  2.5501  -2.4284  4.7746
O  2.3819  -1.1804  5.4844
H  0.6372  -0.6733  2.8589
H  2.4303  -0.7656  2.7558
H  0.6485  -2.8514  4.0032
H  1.7786  -3.0544  2.7785
H  2.3876  -3.3320  5.3622
H  3.5097  -2.5708  4.2777
O  3.3582  6.5308  2.2160
C  2.6530  5.4690  2.1923
C  1.3188  5.1754  1.5928
C  1.1910  3.6675  1.8370
C  2.3293  3.2527  2.7322
O  3.1372  4.4177  2.7729
H  0.4689  5.6171  2.1131
H  1.3956  5.4093  0.5310
H  0.2620  3.3701  2.3234
H  1.3890  3.1685  0.8884
H  2.0097  3.0827  3.7604
H  2.8124  2.3812  2.2904
C  -4.1838  -0.0629  -4.0377
O  -4.9844  -1.2342  -4.1442
H  -4.0699  0.1807  -2.9814
H  -3.1697  -0.3344  -4.3308
H  -4.4538  0.8369  -4.5905
H  -4.8657  -1.6077  -3.2678
C  4.6319  2.8204  -1.2211
O  3.4719  2.4121  -0.4663
H  5.5291  2.9073  -0.6082
H  4.8361  2.2793  -2.1450
H  4.6225  3.8533  -1.5692
H  3.5724  1.5016  -0.1791
C  1.6435  2.0100  -4.1222
O  2.0395  2.0898  -5.4754
H  0.6473  1.5968  -3.9643
H  2.3759  1.4283  -3.5626
H  1.4899  3.0379  -3.7934
H  1.3051  2.4170  -6.0000
C  -2.7849  -4.1139  -3.8267
O  -1.9778  -2.9260  -3.8540
H  -3.5775  -3.9082  -4.5461
H  -2.2817  -5.0727  -3.9522
H  -3.3561  -4.2650  -2.9107
H  -1.7227  -2.7700  -2.9417

Atomic partial charges in e from the Mulliken method, atoms 1 to 2: atom 1 (C): -0.778, atom 2 (C): -0.563

(4)
A structure of composition C36H62BrF3I2N2O12P2 at a distorted geometry. Source: the OMol25 dataset; level of theory: ωB97M-V/def2-TZVPD.

Net charge   0
Kohn-Sham gap   0.309 hartree
LUMO level   -0.1065 eV
HOMO level   -8.522 eV

Element x y z (Å)
C  0.2768  -1.1331  -4.7845
C  0.9759  -1.5360  -3.4879
O  1.9944  -0.5900  -3.2312
C  2.9273  -0.9737  -2.2286
C  2.9588  0.1274  -1.1463
O  2.5448  1.3551  -1.6802
C  3.3836  2.2498  -2.4196
C  3.9498  3.3208  -1.4265
C  3.8631  4.7737  -1.8470
N  4.7113  5.5581  -0.9314
C  4.5809  1.7036  -3.1840
C  4.3344  0.8490  -4.4423
C  5.1294  1.3569  -5.6596
O  5.6823  0.2881  -6.4123
C  4.6956  -0.4755  -7.0775
C  2.3639  2.8774  -3.3661
O  3.0187  3.5241  -4.4627
C  2.2441  4.1432  -5.3564
F  2.4427  5.4521  -5.3243
F  0.9473  3.9368  -5.1809
F  2.5517  3.7305  -6.5767
P  4.5456  0.0713  -0.1525
N  5.7772  -0.6751  -0.8110
C  1.7827  -0.1913  -0.1446
O  2.0854  -1.3271  0.6425
C  1.0998  -2.3349  0.8209
C  1.1076  -3.4413  -0.2338
I  -0.7825  -3.9023  -1.0229
C  2.2177  -4.0788  -0.5828
C  3.5810  -3.8591  0.0014
I  2.2112  -5.6170  -2.0347
C  1.3549  -2.9551  2.1974
C  1.8099  -2.1330  3.2302
C  2.0742  -2.6563  4.4952
C  1.8860  -4.0138  4.7528
C  1.3966  -4.8386  3.7435
C  1.1363  -4.3062  2.4739
P  1.5446  1.3622  0.9400
O  2.4941  0.9928  2.2314
Br  -0.5342  0.9885  1.6712
H  -0.8004  -1.1926  -4.6832
H  0.5312  -0.0970  -4.9888
H  0.6232  -1.7270  -5.6218
H  1.4006  -2.5320  -3.6022
H  0.2468  -1.5341  -2.6815
H  2.6219  -1.9303  -1.8182
H  3.8847  -1.1117  -2.7246
H  5.0081  3.1067  -1.2834
H  3.4785  3.2066  -0.4536
H  4.2537  4.9432  -2.8430
H  2.8331  5.1263  -1.7777
H  4.5964  5.2474  0.0219
H  4.5087  6.5425  -1.0060
H  5.1217  2.5873  -3.5113
H  5.2796  1.1767  -2.5379
H  4.6812  -0.1689  -4.3049
H  3.2857  0.8268  -4.7108
H  4.4985  1.9562  -6.3140
H  5.9921  1.9239  -5.3273
H  5.1843  -0.9764  -7.9057
H  4.2859  -1.2556  -6.4355
H  3.9032  0.1767  -7.4442
H  1.7652  2.0526  -3.7478
H  1.6795  3.5267  -2.8333
H  4.2705  -0.5213  1.0860
H  4.8881  1.3900  0.1952
H  5.5537  -1.0257  -1.7343
H  0.8523  -0.2536  -0.7087
H  0.0952  -1.9154  0.8459
H  4.3256  -4.2685  -0.6682
H  3.6506  -4.3919  0.9467
H  3.8243  -2.8151  0.1366
H  1.9605  -1.0913  3.0209
H  2.4474  -1.9964  5.2634
H  2.0726  -4.4541  5.7193
H  1.2229  -5.8875  3.9107
H  0.7553  -4.9835  1.7256
H  1.9703  0.7648  3.0094
O  -1.4581  -5.8567  5.8814
C  -1.4965  -4.8612  6.5482
O  -1.4085  -4.9711  7.8898
C  -1.2587  -3.8430  8.7537
C  -2.5918  -3.2212  9.1143
C  -1.7195  -3.5002  5.9284
H  -0.5682  -3.1163  8.3233
H  -0.7806  -4.2384  9.6484
H  -3.1011  -2.8262  8.2354
H  -2.4514  -2.4064  9.8250
H  -3.2449  -3.9691  9.5632
H  -2.7893  -3.3391  5.8023
H  -1.2426  -3.4885  4.9510
H  -1.2983  -2.6767  6.5002
O  -3.3150  1.0566  2.6018
C  -4.0947  1.9649  2.4833
O  -3.9585  3.0334  3.2882
C  -4.7124  4.2376  3.1113
C  -6.0640  4.1677  3.7895
C  -5.2540  1.9055  1.5203
H  -4.7966  4.4873  2.0534
H  -4.1048  5.0153  3.5708
H  -6.6904  3.3888  3.3552
H  -6.5859  5.1195  3.6930
H  -5.9410  3.9403  4.8486
H  -6.0825  1.3894  2.0030
H  -4.9477  1.3349  0.6478
H  -5.5986  2.8734  1.1679
O  -8.1605  3.1702  -0.0383
C  -8.5338  2.1689  -0.5849
O  -7.6498  1.1693  -0.7636
C  -8.0115  -0.1347  -1.2281
C  -8.0544  -0.2063  -2.7400
C  -9.9330  2.0331  -1.1377
H  -8.9475  -0.4600  -0.7722
H  -7.2315  -0.7922  -0.8482
H  -8.8188  0.4526  -3.1522
H  -8.2668  -1.2245  -3.0656
H  -7.0964  0.1022  -3.1577
H  -9.9557  2.4687  -2.1356
H  -10.6053  2.5951  -0.4951
H  -10.2968  1.0097  -1.1854

Atomic partial charges in e from the Mulliken method, atoms 1 to 2: atom 1 (C): -1.341, atom 2 (C): 0.359

Results for relative energy (zero: lowest compared OMol25 entry of this formula, charge and spin): 26.0 85.1 6.4 0.0 (in kcal per mole, following the order of the records).